(1)
This record from the OMol25 dataset describes a single C18H17NO2S molecule at a distorted geometry. The level of theory is the ωB97M-V functional and the def2-TZVPD basis.

HOMO level (Eh): -0.2969
Kohn-Sham gap (eV): 8.7489
ΔE to the lowest compared entry with this formula, charge and spin (kJ/mol): 78.20
Spin multiplicity: 1
Structure (SMILES): Cc1ccc(S(=O)(=O)N(C)c2ccc3ccccc3c2)cc1
DFT total energy (eV): -35362.118

Geometry as XYZ:
```
39
Properties=species:S:1:pos:R:3:forces:R:3:mulliken_charge:R:1
C 2.249273 -3.217832 -5.316672 -0.05 -0.01 -0.03 -1.441
C 1.627886 -2.837876 -4.008799 0.02 -0.05 0.11 0.941
C 1.609194 -3.732474 -2.944098 -0.05 0.11 -0.06 -0.693
C 1.014284 -3.387290 -1.742472 -0.06 -0.07 0.20 -0.215
C 0.436485 -2.140780 -1.607203 -0.16 0.07 0.54 -0.028
C 0.442337 -1.235560 -2.650802 -0.03 0.08 -0.13 -0.319
C 1.038475 -1.586313 -3.848094 -0.07 -0.01 0.14 -0.938
H 1.048438 -0.885005 -4.669499 0.00 0.09 -0.07 0.388
H -0.016555 -0.269511 -2.513227 -0.03 0.18 -0.06 0.340
S -0.348378 -1.676678 -0.067530 0.19 -0.02 -0.11 1.328
O -0.091526 -2.696288 0.909522 0.24 0.01 -0.14 -0.733
O -1.707743 -1.312654 -0.321729 0.08 0.26 -0.12 -0.692
N 0.553614 -0.295054 0.320446 -0.39 -0.93 -0.41 0.195
C -0.082555 0.840215 0.842446 -0.37 0.57 0.45 0.381
C 0.308169 1.436031 2.018097 0.08 -0.42 -0.32 -0.173
C -0.320481 2.608596 2.482178 -0.29 0.24 -0.19 0.407
C 0.067337 3.234114 3.686026 0.00 0.12 0.12 -0.895
C -0.565254 4.364869 4.121504 0.19 -0.15 0.08 -0.502
C -1.612261 4.925667 3.374087 -0.19 0.06 -0.19 -0.553
C -2.010736 4.342946 2.203030 -0.02 0.14 0.13 -0.633
C -1.380836 3.175033 1.729197 0.26 -0.13 0.23 1.001
C -1.762177 2.541964 0.527140 0.09 -0.22 -0.17 -1.453
C -1.128961 1.416668 0.088536 -0.27 0.37 0.01 -0.248
H -1.431193 0.938502 -0.827778 -0.04 0.06 -0.09 0.295
H -2.565968 2.972041 -0.052946 -0.07 0.02 -0.08 0.352
H -2.817550 4.768532 1.623292 -0.08 0.05 -0.04 0.393
H -2.100025 5.820071 3.733254 -0.06 0.06 -0.01 0.383
H -0.263304 4.836032 5.045684 0.05 0.00 0.07 0.382
H 0.873414 2.800285 4.260867 0.07 -0.03 0.06 0.388
H 1.101825 1.015656 2.616495 0.10 -0.09 0.04 0.494
C 1.856871 -0.668878 0.818930 0.39 -0.16 0.17 -1.239
H 1.806668 -1.134516 1.807292 0.07 0.06 -0.02 0.351
H 2.275694 -1.393216 0.120569 0.20 0.02 0.09 0.365
H 2.498070 0.210946 0.850658 -0.04 -0.01 -0.06 0.470
H 0.988816 -4.064913 -0.903616 0.05 -0.12 0.07 0.497
H 2.063038 -4.706013 -3.056904 0.05 -0.09 0.00 0.369
H 2.982179 -4.009537 -5.185422 0.06 -0.04 -0.04 0.373
H 2.730655 -2.360437 -5.780999 0.06 0.02 -0.07 0.370
H 1.479334 -3.578887 -5.998769 0.00 -0.03 -0.09 0.295
```
Forces are in eV/Å.

(2)
This record from the OMol25 dataset describes a single C4H8OS3 molecule. The level of theory is the ωB97M-V functional and the def2-TZVPD basis.

HOMO level (Eh): -0.3199
Kohn-Sham gap (eV): 9.4052
ΔE to the lowest compared entry with this formula, charge and spin (kJ/mol): 69.17
Spin multiplicity: 1
Structure (SMILES): C1OCSCSCS1
DFT total energy (eV): -38830.238

Geometry as XYZ:
```
16
Properties=species:S:1:pos:R:3:forces:R:3:mulliken_charge:R:1
C -0.174673 0.317590 -1.879535 -0.23 0.52 -0.14 -0.373
C 0.501126 -1.541672 -0.516534 0.03 -0.23 0.22 -0.588
C -0.329622 -0.493425 1.976129 -0.72 -0.39 0.09 -0.585
C 0.080554 1.803851 0.473092 0.06 -0.74 0.09 -0.591
H -0.872543 -0.288866 -2.481222 0.14 0.18 0.17 0.381
H 0.346507 1.041477 -2.529209 -0.38 -0.29 0.27 0.295
H 1.113555 -2.366974 -0.883331 -0.24 -0.15 -0.01 0.298
H -0.567700 -1.783337 -0.563845 0.17 0.04 -0.11 0.419
H -1.224294 -0.682540 1.355946 0.29 0.14 0.39 0.275
H -0.515240 -0.918317 2.980764 0.13 0.26 -0.50 0.369
H 1.032766 1.418330 0.090857 -0.20 0.07 0.12 0.306
H 0.124080 2.878911 0.512932 -0.10 0.38 -0.13 0.395
O 0.841271 -0.435519 -1.311176 0.42 0.02 -0.03 -0.375
S 1.010635 -1.431920 1.216539 0.20 0.14 0.01 -0.050
S -0.132807 1.281865 2.209630 0.06 -0.02 -0.45 -0.062
S -1.233615 1.200545 -0.651037 0.37 0.06 0.01 -0.113
```
Forces are in eV/Å.

(3)
This record from the OMol25 dataset describes a single C7H9NO3 molecule at a distorted geometry. The level of theory is the ωB97M-V functional and the def2-TZVPD basis.

HOMO level (Eh): -0.3287
Kohn-Sham gap (eV): 8.6307
ΔE to the lowest compared entry with this formula, charge and spin (kJ/mol): 484.74
Spin multiplicity: 1
Structure (SMILES): COC1=C([N+](=O)[O-])[C@@H](C)C=C1
DFT total energy (eV): -15032.127

Geometry as XYZ:
```
20
Properties=species:S:1:pos:R:3:forces:R:3:mulliken_charge:R:1
C 1.356814 0.613042 0.496569 -0.99 1.13 -0.21 -0.689
C 1.585447 -0.110945 -0.563632 1.69 -2.46 -3.45 -0.754
C -0.041262 0.453756 0.804879 -2.31 -1.92 1.11 1.098
C -0.566647 -0.565578 0.022461 3.24 0.52 -1.33 -0.588
C 0.510578 -1.077024 -0.962521 -1.41 -0.32 0.12 0.636
C 0.198185 -1.158504 -2.539631 2.23 -0.92 3.16 -1.511
C -0.411309 2.165136 2.437136 -0.13 -1.24 -1.47 -0.881
N -1.750736 -1.184283 0.233487 -2.93 -1.02 -0.14 0.959
O -2.513487 -0.691297 1.040885 -0.59 0.33 0.79 -0.637
O -2.091573 -2.178177 -0.417936 1.04 -0.06 -0.32 -0.661
O -0.792437 0.931540 1.807388 1.18 0.12 -0.75 -0.341
H 2.004398 1.383565 0.752282 0.87 1.23 1.00 0.432
H 2.439713 -0.083491 -1.267936 -0.17 0.25 0.99 0.369
H 0.801099 -2.133803 -0.705054 -0.14 0.98 0.20 0.289
H 0.073422 -0.205267 -2.886964 0.07 2.39 -1.34 0.469
H -0.631216 -1.708486 -2.776528 -2.55 -1.27 0.11 0.419
H 0.973690 -1.762753 -2.996639 0.66 0.59 -0.23 0.381
H -1.318251 2.369845 2.940192 -0.20 0.43 1.69 0.311
H -0.379109 2.907806 1.680958 0.48 0.93 -0.82 0.378
H 0.552683 2.034918 2.900605 -0.04 0.32 0.87 0.319
```
Forces are in eV/Å.

(4)
This record from the OMol25 dataset describes a molecular structure, C40H64IN7OP2SiTeV. The level of theory is the ωB97M-V functional and the def2-TZVPD basis.

Net charge: -2
HOMO level (spin up / spin down) (Eh): -0.0018 / -0.0169
Kohn-Sham gap (spin up / spin down) (eV): 4.2039 / 4.6127
ΔE to the lowest compared entry with this formula, charge and spin (kJ/mol): 0.00
Spin multiplicity: 4
DFT total energy (eV): -122536.505

Geometry as XYZ:
```
118
Properties=species:S:1:pos:R:3:forces:R:3:mulliken_charge:R:1
V 2.033590 0.604212 -0.686329 -0.09 -0.01 -0.51 -0.631
C 3.481939 -2.682461 0.759010 -0.06 0.00 0.00 -1.157
Si 1.893568 -1.782001 0.177927 0.27 0.13 0.11 1.291
C 0.694487 -1.865893 1.704943 0.06 0.05 0.02 0.689
C 0.317256 -3.092374 2.265128 -0.03 -0.10 0.04 -0.805
C -0.492354 -3.183568 3.386573 -0.01 -0.01 -0.01 -1.211
C -0.958531 -2.019581 3.987068 0.01 0.01 0.00 -1.125
C -0.613414 -0.792486 3.444875 0.03 -0.03 0.04 -0.480
C 0.201251 -0.697964 2.308747 -0.05 0.06 -0.01 0.693
P 0.657179 0.968185 1.629455 0.00 -0.13 -0.17 0.660
C 1.232375 1.792071 3.218657 0.03 -0.05 0.01 0.482
C 0.182487 2.302838 4.247857 -0.03 -0.05 0.08 -0.125
C 0.404740 3.758727 4.659515 0.00 0.01 0.05 -1.083
C 1.811609 3.990408 5.211684 0.00 0.02 0.01 -0.941
C 2.873572 3.283655 4.344161 0.03 0.01 0.00 -0.749
C 2.317893 2.844277 2.994265 -0.01 -0.01 -0.05 0.216
C -0.978710 1.746104 1.189606 -0.03 0.13 0.00 1.597
C -0.763937 3.268103 1.203603 -0.03 0.02 0.07 -0.792
C -1.981640 4.029492 0.686457 0.07 0.01 0.02 -0.627
C -3.241954 3.634182 1.446565 -0.03 0.01 -0.02 -1.086
C -3.461527 2.130980 1.321622 -0.03 -0.05 0.00 -0.980
C -2.278081 1.352133 1.897746 -0.09 -0.02 -0.02 -0.485
C 1.060449 -3.138610 -0.903406 -0.06 0.05 -0.03 0.709
C 1.345679 -4.493491 -0.699984 0.00 -0.02 0.01 -0.305
C 0.673199 -5.499165 -1.374189 -0.01 0.00 -0.02 -0.989
C -0.319133 -5.164898 -2.286189 0.01 -0.02 0.02 -1.352
C -0.596047 -3.829748 -2.529122 0.00 0.02 0.00 -0.156
C 0.090687 -2.809234 -1.863125 0.03 -0.01 -0.02 -0.101
P -0.214984 -1.009511 -2.143097 0.05 -0.03 0.12 1.037
C -2.056624 -0.882044 -1.812799 0.01 0.00 -0.02 -0.113
C -3.033660 -1.388417 -2.878378 0.00 -0.02 -0.02 0.884
C -4.483302 -1.152335 -2.454429 0.00 0.01 0.00 -0.911
C -4.775628 -1.858044 -1.133628 -0.01 -0.02 -0.01 -1.060
C -3.827200 -1.360365 -0.047719 0.01 0.01 0.00 -0.299
C -2.367160 -1.538098 -0.460602 0.01 -0.01 -0.01 0.151
C 0.005974 -0.770433 -3.983339 -0.02 0.13 0.00 1.419
C -0.219314 -1.927136 -4.959104 0.05 -0.04 0.02 -0.844
C 0.367991 -1.540916 -6.319722 0.02 -0.01 0.00 -1.024
C -0.164075 -0.188480 -6.843009 -0.01 0.01 -0.02 -0.792
C -1.210899 0.404842 -5.905403 -0.02 0.01 -0.01 -1.380
C -0.685131 0.526821 -4.475233 -0.05 -0.04 0.02 -0.642
H 3.322729 -3.407642 1.566953 -0.01 -0.02 0.00 0.342
H 3.910429 -3.202702 -0.101169 0.02 0.01 -0.01 0.492
H 4.206513 -1.935389 1.080592 -0.01 0.02 0.03 -0.046
H 0.668578 -4.009544 1.802454 0.01 0.00 0.01 0.270
H -0.762861 -4.154590 3.788809 0.00 0.01 0.00 0.315
H -1.590945 -2.065563 4.866897 0.00 -0.01 -0.01 0.310
H -0.989424 0.105391 3.915685 0.05 -0.08 0.01 0.281
H 1.758767 0.946971 3.666532 -0.03 0.06 0.01 0.658
H -0.836356 2.201840 3.881527 0.08 0.05 0.05 -0.305
H 0.243480 1.684934 5.151740 -0.02 -0.01 -0.01 0.447
H 0.247818 4.411118 3.797489 0.02 0.00 0.04 0.294
H -0.349051 4.044664 5.400885 0.01 0.01 0.00 0.554
H 2.007021 5.066339 5.250951 -0.01 0.00 0.01 0.361
H 1.862756 3.631528 6.245294 0.00 -0.02 0.00 0.367
H 3.741509 3.930386 4.196000 0.00 0.01 0.00 0.480
H 3.241369 2.388147 4.855806 0.00 0.00 0.00 0.192
H 1.943854 3.701930 2.426275 0.00 0.01 0.01 0.377
H 3.106932 2.419997 2.376664 0.01 -0.01 0.00 -0.530
H -1.096851 1.466229 0.135194 0.01 0.03 0.00 -0.546
H -0.561088 3.591643 2.231325 -0.03 -0.02 -0.19 -0.208
H 0.118183 3.516398 0.607502 0.00 -0.01 -0.05 0.413
H -1.801933 5.106352 0.758941 0.00 0.00 0.02 0.413
H -2.115314 3.799967 -0.370767 0.01 -0.03 -0.16 0.118
H -3.142463 3.902101 2.507306 0.02 0.00 -0.01 0.350
H -4.110380 4.177602 1.060314 0.01 0.01 0.00 0.504
H -4.385750 1.824480 1.824307 0.00 0.01 -0.02 0.471
H -3.575674 1.891804 0.258087 0.01 -0.03 0.00 0.260
H -2.246429 1.551605 2.972982 -0.03 0.00 -0.08 0.431
H -2.445212 0.278593 1.793355 -0.03 0.02 0.02 0.125
H 2.120810 -4.768371 0.007057 0.01 -0.01 0.01 0.284
H 0.919164 -6.539750 -1.189840 0.00 0.00 0.00 0.362
H -0.863791 -5.937834 -2.817422 0.00 0.00 0.00 0.389
H -1.353369 -3.584753 -3.259563 0.05 -0.04 0.00 0.298
H -2.211359 0.201319 -1.711023 0.02 0.00 0.01 0.468
H -2.840277 -0.903507 -3.835503 0.00 0.01 -0.02 -0.743
H -2.900010 -2.463588 -3.031776 -0.02 0.04 0.02 0.013
H -4.652074 -0.075460 -2.337047 -0.01 0.00 0.00 0.406
H -5.167109 -1.499636 -3.235825 0.00 0.00 0.00 0.401
H -5.817864 -1.708996 -0.833737 0.00 0.02 0.00 0.456
H -4.634335 -2.937302 -1.271499 -0.01 0.00 0.01 0.377
H -4.033516 -0.302792 0.132210 0.00 0.07 0.02 -0.028
H -4.010808 -1.882367 0.896429 0.01 -0.01 0.00 0.391
H -1.697006 -1.145715 0.309045 0.00 -0.01 0.00 -1.243
H -2.153157 -2.610199 -0.525738 0.01 -0.01 0.00 0.472
H 1.085090 -0.593032 -4.017815 -0.05 0.00 0.02 -0.380
H 0.302167 -2.816093 -4.606858 0.01 0.01 0.01 0.226
H -1.278495 -2.190409 -5.052900 -0.01 0.00 -0.01 0.191
H 1.451840 -1.485510 -6.194342 0.01 -0.01 -0.01 0.294
H 0.175954 -2.336820 -7.045987 -0.02 0.00 0.01 0.510
H 0.660713 0.522453 -6.938928 0.01 0.01 0.03 0.364
H -0.589507 -0.305901 -7.844397 0.01 0.01 -0.01 0.441
H -1.518003 1.392479 -6.265261 -0.02 -0.01 0.00 0.463
H -2.111847 -0.219035 -5.924608 0.00 -0.01 0.00 0.266
H 0.039181 1.342145 -4.427983 0.02 0.00 -0.02 0.363
H -1.500943 0.821131 -3.816137 -0.01 0.04 0.01 0.390
Te 4.093571 1.992186 -0.149516 0.16 -0.13 0.17 -0.948
N -1.623818 3.498011 -3.392894 0.05 0.05 0.04 -0.697
N -0.428777 3.433674 -2.628849 -0.13 0.08 0.08 0.369
N 0.753042 3.748444 -3.327540 0.04 -0.09 0.01 -1.064
C 1.598698 2.875899 -2.831017 0.05 0.01 -0.01 -0.531
N 1.057906 1.982184 -1.996606 -0.13 -0.11 0.06 0.250
N -0.277595 2.225365 -1.944818 -0.17 0.13 0.14 0.080
H -1.798244 4.488046 -3.534982 0.04 -0.10 0.01 0.314
H -1.433206 3.096744 -4.313493 0.01 0.00 0.00 0.181
H 2.653222 2.851318 -3.056338 0.00 0.02 -0.02 0.439
I 3.489438 -0.851841 -2.891298 -0.03 -0.02 0.05 -0.462
C 6.113753 -0.915897 2.941559 0.02 0.01 -0.03 -0.739
N 5.161724 -1.595487 3.803117 0.01 -0.05 0.03 -0.215
C 3.826688 -1.296048 3.697158 0.12 -0.21 -0.04 0.260
N 2.966986 -2.159693 4.367112 -0.12 -0.04 0.04 -0.550
O 3.427405 -0.320755 3.104892 -0.18 0.33 0.07 -0.271
H 6.981749 -0.584159 3.513806 0.00 0.00 0.01 0.264
H 5.618179 -0.047663 2.507245 0.00 -0.02 -0.01 0.190
H 6.444104 -1.555980 2.120841 0.00 0.00 0.00 0.288
H 5.407663 -2.502020 4.161936 -0.01 0.03 -0.03 0.214
H 3.242120 -3.129871 4.369913 -0.02 -0.02 -0.01 0.332
H 2.011121 -2.039280 4.044628 0.12 -0.02 0.03 0.089
```
Forces are in eV/Å.

(5)
This record from the OMol25 dataset describes 2 unconnected molecules or ions with the total composition C4H10N2 at a distorted geometry. The level of theory is the ωB97M-V functional and the def2-TZVPD basis.

Net charge: +1
HOMO level (spin up / spin down) (Eh): -0.4589 / -0.4533
Kohn-Sham gap (spin up / spin down) (eV): 6.7003 / 3.7475
ΔE to the lowest compared entry with this formula, charge and spin (kJ/mol): 437.49
Spin multiplicity: 2
DFT total energy (eV): -7278.559

Geometry as XYZ:
```
16
Properties=species:S:1:pos:R:3:forces:R:3:mulliken_charge:R:1
C 2.329377 0.326635 0.957525 1.06 2.09 -1.10 -0.789
C 2.313476 -0.426831 -1.315962 -0.18 0.03 -1.14 -0.222
N 1.720231 0.106719 -0.347339 -1.08 -1.59 1.24 -0.279
H 1.788504 -0.221604 1.710617 -0.01 -0.48 0.11 0.229
H 3.407879 0.117506 0.944302 -0.23 -0.25 0.27 0.362
H 2.235569 1.392401 1.223510 -0.06 -0.26 -0.01 0.300
H 1.671045 -0.992541 -2.028884 0.54 0.89 -0.09 0.185
H 3.384155 -0.338161 -1.593138 -0.21 -0.48 0.77 0.260
C -1.531072 -0.045968 1.166243 0.11 0.48 0.40 -0.591
C -2.780411 -0.280996 -0.889441 -0.77 2.85 2.09 -0.077
N -2.411108 0.440191 0.120226 0.17 -3.60 -1.60 0.076
H -2.086344 -0.380631 2.054578 -0.17 0.40 -0.21 0.347
H -1.052374 -0.957337 0.798550 0.12 0.01 -0.33 0.342
H -0.796340 0.699593 1.402723 0.19 0.33 0.23 0.237
H -3.821515 -0.043515 -1.205150 0.79 -0.48 -0.52 0.301
H -2.067958 -0.993591 -1.319303 -0.28 0.06 -0.13 0.319
```
Forces are in eV/Å.

(6)
This record from the OMol25 dataset describes 2 unconnected molecules or ions with the total composition CH4IN at a distorted geometry. The level of theory is the ωB97M-V functional and the def2-TZVPD basis.

HOMO level (spin up / spin down) (Eh): -0.3356 / -0.3373
Kohn-Sham gap (spin up / spin down) (eV): 8.3488 / 8.4912
ΔE to the lowest compared entry with this formula, charge and spin (kJ/mol): 394.67
Spin multiplicity: 1
DFT total energy (eV): -10687.394

Geometry as XYZ:
```
7
Properties=species:S:1:pos:R:3:forces:R:3:mulliken_charge:R:1
C 0.589597 0.455911 0.247275 -0.03 -2.80 0.95 -0.643
N -0.343731 -0.609780 0.393155 -1.96 -2.84 -2.31 -0.470
I -2.293386 -0.004975 -0.117931 0.29 0.01 0.38 0.083
H 0.321335 0.990892 -0.571443 -0.15 2.52 -2.07 0.304
H 0.438174 0.863285 1.219030 0.86 1.42 0.72 0.319
H 1.477607 -0.132339 0.068245 0.98 0.71 0.40 0.305
H -0.189594 -1.562993 -1.238331 0.02 0.98 1.94 0.102
```
Forces are in eV/Å.